1.
ORCA calculation (the ωB97M-V functional and the def2-TZVPD basis) on one molecule with the formula C13H12N2O3S.

Geometry as XYZ:
```
31
Properties=species:S:1:pos:R:3:forces:R:3
O 1.857453 0.576639 -0.734063 -0.16 0.15 0.09
C -2.409432 2.295350 1.209475 0.30 -0.20 0.08
C 2.603851 -2.286866 -0.538366 -0.41 0.04 0.24
C 1.476158 -3.748245 -2.502300 -0.22 0.01 0.00
C -4.276255 3.652246 0.632229 -0.12 0.14 -0.18
H -0.103068 0.346782 2.733133 0.04 -0.08 0.10
H 1.213355 -1.289499 1.693644 -0.03 0.15 0.07
C -0.620522 1.768541 -0.297718 0.22 -0.21 0.19
H -2.288944 2.969814 -0.837006 -0.07 0.06 -0.05
H 2.263968 0.054777 2.240668 0.00 -0.03 0.05
H -4.576219 3.058599 -0.236421 0.03 0.02 0.03
H 4.412670 -2.771204 -1.385757 -0.14 -0.04 -0.09
H -0.155647 1.845580 -1.269168 0.04 0.01 -0.06
C 1.921642 -0.523576 1.382596 0.54 -0.43 -0.46
S 3.386605 -1.354654 0.712705 0.19 0.15 0.43
H -2.235494 1.474593 3.168647 -0.05 -0.01 0.11
H -3.682225 4.509737 0.302305 -0.01 -0.04 0.01
H 1.007231 -4.319093 -3.285768 -0.03 -0.05 -0.06
C -0.571912 0.912569 1.943853 0.11 0.04 -0.28
O -3.575407 2.871210 1.573721 0.15 -0.18 0.21
C -1.766054 1.542809 2.200028 -0.28 0.18 0.00
C 1.308281 0.387386 0.326159 0.19 -0.07 0.06
N 3.406982 -2.889579 -1.438562 0.13 0.04 0.03
O 3.692191 -4.195697 -3.269036 0.18 -0.12 -0.21
C 0.760621 -3.109559 -1.545815 0.12 -0.30 -0.40
N 1.312796 -2.381356 -0.546542 0.17 0.26 0.38
H -0.320040 -3.144862 -1.517431 -0.07 -0.10 -0.15
C -1.820788 2.400007 -0.050247 -0.32 0.18 0.05
C 0.026428 1.015890 0.683821 -0.46 0.39 -0.25
H -5.165361 4.007755 1.150051 0.06 -0.01 -0.08
C 2.917135 -3.676095 -2.498835 -0.07 0.05 0.16
```
Positions in Å, forces in eV/Å.

Values from the calculation:
HOMO energy: -0.32068 Eh
LUMO level: 0.26 eV
ΔE to the lowest compared entry with this formula, charge and spin: 19.8 kcal/mol
structure (SMILES): COc1ccc(C(=O)CSc2nccc(=O)[nH]2)cc1
spin multiplicity: 1
total charge: 0

Charge distribution, Mulliken scheme, values in e: -0.632, 0.924, 0.417, -0.548, -0.834, 0.347, 0.388, -0.889, 0.386, 0.596, 0.340, 0.203, 0.431, -0.930, -0.266, 0.412, 0.342, 0.380, -0.335, -0.440, -0.838, 0.861, -0.104, -0.646, -0.210, -0.362, 0.417, -0.269, 0.138, 0.239, 0.481

***

2.
ORCA calculation (the ωB97M-V functional and the def2-TZVPD basis) on one molecule with the formula C13H12O2 at a distorted geometry.

Geometry as XYZ:
```
27
Properties=species:S:1:pos:R:3:forces:R:3
H 4.177956 1.757419 1.371543 -0.83 -0.38 1.00
H -0.251717 -0.386926 1.790151 -0.55 -0.39 -0.37
C 2.606840 0.938306 0.394119 -4.64 -2.35 1.19
H 3.206835 1.280422 3.656195 0.11 0.04 1.11
H -1.483721 -2.270051 0.536552 -0.81 0.30 -1.27
O 0.306646 0.233580 -3.087356 0.27 -0.24 0.50
C 1.298825 0.287006 0.432538 1.90 0.62 -0.26
H 3.108362 1.092198 -0.469364 1.11 0.44 -2.63
C 1.336648 0.396800 2.808093 2.62 0.57 1.93
C -3.250299 0.430432 -0.672413 -2.69 0.76 0.76
C 1.277667 0.215711 -2.102702 -0.04 -0.39 -1.49
C 0.633846 -0.032975 -0.825181 -4.72 0.52 1.80
H -1.202466 -1.120455 -2.872634 0.04 -1.01 -0.21
H -4.340270 0.191253 -0.419139 1.59 0.85 -0.55
H -1.812067 0.469922 -2.916777 1.67 -0.39 0.92
H -2.831306 -2.695348 -0.795631 1.42 1.35 0.98
C 2.628351 1.002718 2.819114 -1.41 -0.42 -2.12
H 0.798564 -0.010314 3.631025 0.23 0.47 1.40
C -2.418536 -1.942060 -0.007709 -1.55 -1.17 0.60
C 3.182661 1.273707 1.548068 2.02 1.00 2.07
C 0.715440 0.050676 1.678561 -0.16 0.12 -2.81
C -0.927607 -0.154913 -2.497693 -1.33 1.42 -1.24
C -0.790894 -0.173566 -1.013996 0.87 0.00 -0.77
H -3.187331 -2.079576 0.777839 0.11 0.37 -0.21
H -2.847290 1.402512 -0.943073 -0.79 0.03 -0.17
C -2.382884 -0.493604 -0.460217 6.24 -2.23 -0.08
O 2.447747 0.337126 -2.359914 -0.68 0.10 -0.08
```
Positions in Å, forces in eV/Å.

Values from the calculation:
HOMO energy: -0.30670 Eh
LUMO level: -0.14 eV
ΔE to the lowest compared entry with this formula, charge and spin: 66.5 kcal/mol
structure (SMILES): C=C(C)C1=C(c2ccccc2)C(=O)OC1
spin multiplicity: 1
total charge: 0

Charge distribution, Mulliken scheme, values in e: 0.278, 0.286, -0.859, 0.431, 0.302, -0.338, 1.000, 0.600, -0.514, -0.913, 0.278, 0.207, 0.225, 0.277, 0.363, 0.278, -0.811, 0.360, -1.101, -0.295, -0.312, -0.457, 0.050, 0.396, 0.346, 0.525, -0.604

***

3.
ORCA calculation (the ωB97M-V functional and the def2-TZVPD basis) on C13H13Cl39 as an isolated structure at a distorted geometry.

Geometry as XYZ:
```
65
Properties=species:S:1:pos:R:3:forces:R:3
Cl 1.440960 4.130942 -5.719961 0.94 -1.53 0.25
H -5.377081 -2.932871 3.340676 0.00 -0.12 0.99
Cl 2.404612 5.115086 -2.254076 -0.08 -0.05 0.68
H -2.340949 5.553193 -1.612216 -0.56 -0.28 0.18
Cl 4.491482 4.357015 -0.375705 -0.58 0.18 0.31
Cl 0.689032 0.359627 -1.114713 0.40 -0.20 -0.95
C -0.243907 0.416455 0.334966 -0.94 0.44 0.23
Cl 3.476593 -1.763615 5.231996 0.06 0.13 -0.21
Cl -4.409948 4.961602 -0.356823 1.59 0.57 -0.32
Cl -3.573781 7.611699 -1.383022 0.70 -1.53 0.54
Cl 2.132993 2.090956 -3.656642 0.61 0.18 -1.84
Cl 4.324279 3.443360 -5.384191 -2.03 -1.22 0.20
Cl -3.882097 -3.763271 1.928468 0.30 -0.34 0.68
H -1.021000 -0.347766 0.321190 0.32 -0.09 0.00
Cl -3.382491 -2.739202 4.721776 -1.01 -1.13 -0.91
H -3.672525 -3.037441 -0.950633 0.20 0.70 0.63
Cl -2.120259 1.059955 3.671738 -0.08 -0.54 0.25
C 0.599140 -3.481052 1.833546 0.76 0.37 0.37
H 2.754525 3.063902 -1.144588 -0.18 0.30 -0.07
Cl 4.056696 4.048367 6.122506 0.06 -0.90 -0.09
Cl 4.368911 -2.885886 -3.650116 0.26 -0.21 -0.53
C 2.575154 2.714467 -5.324454 0.32 2.21 0.93
C 0.891992 -3.756453 -5.800859 0.08 -0.13 -0.62
Cl -5.223482 -2.132968 -2.401897 0.78 -0.05 0.02
H 4.611223 -3.758549 -1.534381 0.07 0.41 0.24
Cl -3.023191 1.013686 -4.097805 -1.88 1.28 1.87
H 1.887704 -3.326261 6.001631 0.25 0.20 0.08
C 3.732507 2.328688 5.725715 -0.74 0.13 -0.23
C -4.542220 -3.586216 3.594189 0.05 -0.01 -0.19
C 2.786200 4.108573 -0.835138 0.09 -0.55 -0.32
Cl 1.169699 -5.443032 -6.176659 0.03 -0.69 0.01
Cl -0.446449 -3.155225 -6.791592 -0.01 0.13 0.11
Cl -0.553318 -2.511830 2.829159 0.59 -0.89 -0.75
Cl -1.782160 6.207432 0.568606 -0.94 -0.34 -0.66
Cl -3.783786 -0.536666 -0.480859 0.35 -1.41 -0.19
H -3.832975 2.177672 4.754868 -0.27 -0.15 -0.28
Cl -0.798304 0.129292 -5.214288 1.71 -0.81 -0.77
Cl -2.168516 -2.025289 -2.500081 -1.46 -0.09 0.85
Cl 2.696515 2.231008 4.282832 0.12 0.13 -0.09
Cl -4.995345 0.152282 4.147513 1.10 1.07 -0.09
Cl 2.974551 -2.514313 7.969527 -0.38 -0.08 -0.55
H 0.459204 -4.543413 2.033288 -0.39 0.34 -0.20
Cl 0.576120 -3.550612 -4.086398 0.18 0.25 -0.10
Cl 1.576740 4.242561 0.480651 0.82 0.30 -0.51
Cl 2.872242 1.493652 7.042003 0.59 0.34 -0.07
C -2.499786 0.149196 -5.447256 -0.49 0.00 -0.97
H 1.804370 -3.280830 -6.160626 -0.28 0.43 0.61
Cl -4.302932 2.408347 2.431878 -0.12 0.20 0.11
Cl -2.983014 0.990553 -6.958988 0.20 -0.35 0.13
Cl -5.170182 -5.174273 4.250943 0.73 1.47 -0.50
H 2.472123 1.951044 -6.095611 0.09 0.14 0.38
Cl 6.651145 -2.607369 -1.819714 -0.50 0.03 -0.02
Cl 3.977267 -1.454435 -1.250723 0.41 -0.41 0.33
C 4.893446 -2.802490 -1.975315 -0.30 0.20 -0.02
C 2.251242 -2.351032 6.325473 -0.23 0.05 0.82
Cl 2.301002 -3.171776 2.350569 -0.65 -0.03 -0.02
H 4.638356 1.787278 5.452934 -0.02 0.34 0.48
Cl 0.831393 -1.276441 6.401395 0.28 -0.25 -0.14
C -3.706440 -2.066767 -1.445337 0.21 0.85 -1.26
C -3.792183 1.540933 3.871115 -0.72 -0.50 0.01
H -2.987147 -0.825768 -5.451393 0.50 -0.02 -0.15
C -2.935276 5.946901 -0.787672 -0.75 1.51 0.27
Cl 0.515604 -3.155781 0.085744 -0.46 -0.06 0.56
Cl -1.127033 1.962223 0.421115 -0.04 -0.03 0.00
Cl 0.792754 0.210947 1.711720 0.38 0.15 0.52
```
Positions in Å, forces in eV/Å.

Values from the calculation:
HOMO energy: -0.39552 Eh
LUMO level: -0.08 eV
ΔE to the lowest compared entry with this formula, charge and spin: 47.1 kcal/mol
spin multiplicity: 1
total charge: 0

Charge distribution, Mulliken scheme, values in e: -0.111, 0.242, -0.110, 0.299, -0.145, 0.136, 0.004, -0.086, -0.104, -0.152, 0.054, -0.122, -0.075, -0.092, -0.081, 0.210, -0.048, -0.344, -0.175, -0.133, -0.108, -0.190, -0.029, -0.128, 0.277, -0.060, 0.320, -0.023, 0.008, 0.463, -0.137, -0.117, 0.064, -0.092, -0.014, 0.358, -0.032, 0.014, -0.045, -0.147, -0.134, 0.424, 0.010, -0.059, -0.098, -0.031, 0.265, -0.058, -0.160, -0.126, 0.369, -0.125, -0.043, -0.013, -0.027, -0.097, 0.292, -0.088, -0.077, -0.122, 0.273, 0.032, -0.017, -0.022, 0.086

***

4.
ORCA calculation (the ωB97M-V functional and the def2-TZVPD basis) on C13H13Cl3IrN2S as an isolated structure at a distorted geometry.

Geometry as XYZ:
```
33
Properties=species:S:1:pos:R:3:forces:R:3
H 3.262639 -0.145436 3.125337 -0.02 -0.03 -0.02
H -1.141315 6.572503 -0.274514 0.01 0.00 0.01
C 1.184006 5.353325 -1.030387 -0.01 -0.20 -0.12
C 0.094239 0.206158 4.336493 0.16 -0.06 -0.01
H -1.962452 5.193085 0.476850 0.02 0.04 0.02
N 0.124895 0.146673 1.991805 -0.04 0.19 0.13
C -0.039845 2.222637 0.060604 -0.06 1.27 0.14
Cl -5.189840 -1.809235 1.170464 -0.01 -0.08 0.07
C -0.573908 0.254537 3.132270 -0.28 0.03 -0.01
C 0.056081 3.460255 0.051492 0.15 -0.05 -0.07
C 1.448970 -0.010353 1.989746 0.65 -0.17 0.88
H 1.606427 4.972882 1.683641 0.01 0.03 0.00
H -1.586287 5.165721 -1.256025 0.03 0.04 -0.01
C 2.186036 -0.048969 3.155021 -0.12 -0.03 0.01
Ir -0.263113 0.431237 0.076743 0.56 -1.91 -0.40
H 0.884488 5.030572 -2.027041 -0.01 0.03 0.01
C -4.779944 -0.653727 -0.080484 0.24 0.17 0.07
N -2.152287 -0.493003 -0.153282 -0.33 0.51 0.34
H 0.680720 6.459273 1.430992 0.01 -0.01 0.01
H -0.469940 0.272813 5.255387 0.00 0.02 -0.01
S 1.958086 -0.084146 0.329119 -0.38 0.48 -0.76
C -1.232611 5.487031 -0.277010 -0.05 -0.17 -0.07
H 2.022399 0.070372 5.287945 -0.03 -0.03 0.01
C 1.485411 0.072204 4.348439 -0.18 0.00 -0.07
C -3.297276 -0.554662 -0.117149 -0.24 -0.28 -0.18
H -0.087959 5.065265 2.205465 0.00 0.03 0.00
H -1.647654 0.356783 3.061866 0.02 0.08 -0.04
C 0.169861 4.901291 0.038607 -0.01 0.23 0.21
H 1.227850 6.441434 -1.014571 0.00 0.00 0.01
H 2.178100 4.960705 -0.819299 0.00 0.03 0.01
C 0.622502 5.371498 1.437506 -0.02 -0.10 -0.03
Cl -5.317537 0.979410 0.335186 -0.03 0.00 0.00
Cl -5.343280 -1.144997 -1.654666 0.00 -0.05 -0.13
```
Positions in Å, forces in eV/Å.

Values from the calculation:
HOMO energy (spin up / spin down): -0.58458 / -0.58518 Eh
LUMO level (spin up / spin down): -8.99 / -9.86 eV
ΔE to the lowest compared entry with this formula, charge and spin: 7.8 kcal/mol
spin multiplicity: 2
total charge: +2
<S²>: 0.77

Charge distribution, Mulliken scheme, values in e: 0.440, 0.399, -1.462, -0.764, 0.399, -0.212, -1.740, -0.034, 0.018, 1.391, 0.553, 0.390, 0.406, -0.756, 0.779, 0.402, 0.773, -0.343, 0.408, 0.421, -0.127, -1.478, 0.448, -0.071, -0.083, 0.386, 0.499, 1.717, 0.390, 0.399, -1.474, -0.052, -0.024

***

5.
ORCA calculation (the ωB97M-V functional and the def2-TZVPD basis) on C13H13CuN3OSbSe4 as an isolated structure at a distorted geometry.

Geometry as XYZ:
```
36
Properties=species:S:1:pos:R:3:forces:R:3
C 8.816900 13.079107 5.326341 1.63 1.68 -0.16
H 6.371957 13.677458 8.045264 0.04 0.36 0.27
H 10.410731 10.074020 5.384226 -0.32 -0.24 0.12
C 5.907403 11.662264 7.626789 -0.53 -2.01 0.51
H 6.713787 13.367804 4.547938 1.34 -0.33 0.80
H 4.135241 12.396637 6.762056 -2.36 1.66 1.07
H 8.027328 9.322275 4.989267 0.29 0.23 0.74
C 7.692221 10.934552 9.584623 -0.19 2.30 0.06
N 4.929657 11.891344 6.622703 2.78 -1.25 -0.50
Se 6.731315 5.882824 8.799245 0.05 1.03 -0.08
Se 10.134796 8.033423 8.595975 -0.14 0.41 0.19
H 7.871984 12.967422 9.998123 0.91 1.69 1.22
Sb 8.958277 6.035367 7.616057 0.07 -0.25 0.27
Se 10.122134 4.071599 8.336039 0.47 -0.66 0.08
C 11.376321 12.553452 5.486760 -1.24 1.13 0.58
H 5.822631 9.899767 4.203814 0.33 1.90 1.23
O 3.702758 11.004426 4.935996 0.01 -0.31 0.70
C 4.790481 11.149763 5.479627 0.75 0.53 -2.27
Cu 7.738326 8.205920 8.994187 0.03 -1.07 -0.06
H 5.574169 9.433441 7.576468 0.40 0.33 -0.02
H 11.724393 12.806486 4.479962 -0.07 0.51 0.27
C 6.537077 12.662554 8.362627 -0.37 -1.13 -0.20
C 9.582132 10.771908 5.339435 0.69 2.60 0.24
C 7.250883 11.306435 4.914919 1.63 0.87 0.93
C 9.896110 12.190676 5.463739 -0.78 -2.60 -0.59
H 9.007679 14.161950 5.504626 -0.02 -0.72 -0.44
C 7.572426 12.709930 4.878761 -2.77 -2.21 0.14
C 6.149208 10.273796 7.985120 -1.11 3.29 -1.15
C 7.361155 12.277721 9.432648 -0.12 -1.36 -1.49
H 11.595504 13.299101 6.273474 -0.04 0.22 -0.77
N 5.958907 10.776644 4.800459 -1.54 -1.63 -0.99
C 8.274459 10.379887 5.176270 -0.44 -0.43 -1.26
Se 8.841493 6.382865 5.227060 -0.23 0.19 -0.57
H 11.955714 11.729349 5.780756 0.59 -1.45 0.38
N 7.067815 10.063263 8.861687 -0.06 -3.68 0.27
H 8.445398 10.501535 10.216009 0.33 0.38 0.45
```
Positions in Å, forces in eV/Å.

Values from the calculation:
HOMO energy: -0.02145 Eh
LUMO level: 4.05 eV
spin multiplicity: 1
total charge: -2

Charge distribution, Mulliken scheme, values in e: -0.299, 0.439, 0.358, 0.196, 0.329, 0.180, 0.137, 0.131, -0.078, -0.640, -0.683, 0.428, 0.937, -0.800, -1.398, 0.301, -0.701, 0.161, -0.371, 0.520, 0.271, -0.375, -0.790, 0.354, 0.727, 0.293, -0.393, 0.088, -1.025, 0.339, -0.093, -0.295, -0.778, 0.408, -0.361, 0.481

***

6.
ORCA calculation (the ωB97M-V functional and the def2-TZVPD basis) on C13H13FeN2O3 as an isolated structure at a distorted geometry.

Geometry as XYZ:
```
32
Properties=species:S:1:pos:R:3:forces:R:3
H -4.830595 -3.298052 2.136961 0.36 -0.05 0.13
N -1.702129 -0.721398 1.256944 -1.97 0.49 -0.49
C 3.518199 2.004195 -0.079088 3.53 1.25 3.81
H 0.190922 -1.296548 2.163408 -0.19 0.12 -0.19
Fe 2.226840 1.395475 -1.269537 3.72 1.73 -0.26
H -0.297385 -0.507808 -0.839545 0.37 0.10 -0.21
O 4.390573 1.362001 -3.357495 -2.09 0.23 1.80
H 1.284529 4.120973 -1.866553 -0.32 -0.45 0.09
C -2.958542 -1.291158 1.329110 2.68 2.19 -0.84
C 3.503008 1.447813 -2.618265 3.61 -0.39 -4.03
H -1.181886 -3.258476 3.087317 -0.05 0.18 -0.15
H 0.746145 0.012391 -3.080856 -0.25 0.38 -0.02
H -3.855145 -3.562278 3.612815 0.05 -0.02 -0.36
O 4.409485 2.239214 0.621714 -2.01 -0.53 -1.69
H -3.486920 -4.476174 2.120021 -0.06 0.33 0.17
C 0.855417 2.657972 -0.316658 -0.93 0.32 1.17
C 0.977585 3.092597 -1.644853 -1.58 2.16 -0.16
H -1.167103 0.980335 -1.199339 -0.06 -0.31 0.03
O 3.128177 -1.317635 -0.686810 -1.14 1.97 -0.45
H 1.020151 3.356784 0.508984 0.35 -0.33 -0.31
C -0.154116 0.548220 -1.092467 -1.37 -0.08 -0.04
C 0.609040 1.297097 -0.058082 -1.50 0.47 1.64
H -3.833317 -0.870160 0.853913 0.15 0.04 -0.04
H 0.636260 0.919095 0.964200 -0.06 0.36 -0.10
C -0.866420 -1.457408 1.976338 -1.46 -0.69 0.03
C -3.817030 -3.496433 2.510894 -0.62 0.00 -0.12
H 0.981985 2.446774 -3.711639 0.42 -0.20 0.40
C 2.608582 -0.304938 -0.924778 1.97 -5.69 1.29
C 0.844034 2.148842 -2.668362 -0.72 -0.51 -1.28
C -2.872756 -2.445522 2.101422 1.38 -2.12 1.71
C 0.649923 0.795070 -2.327611 -1.85 -0.43 -1.80
N -1.557518 -2.520849 2.497884 -0.38 -0.51 0.26
```
Positions in Å, forces in eV/Å.

Values from the calculation:
HOMO energy (spin up / spin down): -0.28796 / -0.39464 Eh
LUMO level (spin up / spin down): -3.73 / -8.19 eV
ΔE to the lowest compared entry with this formula, charge and spin: 5.1 kcal/mol
spin multiplicity: 5
total charge: +1
<S²>: 6.12

Charge distribution, Mulliken scheme, values in e: 0.337, -0.213, 0.278, 0.434, 0.294, 0.335, -0.305, 0.461, -0.531, 0.285, 0.255, 0.547, 0.367, -0.304, 0.361, -1.175, -0.307, 0.351, -0.360, 0.445, -0.232, 0.120, 0.413, 0.305, -0.091, -1.165, 0.465, 0.188, -0.903, 0.849, -0.472, -0.034

***

| no. | M (g/mol) |
| --- | --- |
| 1 | 276.32 |
| 2 | 200.24 |
| 3 | 1551.91 |
| 4 | 527.90 |
| 5 | 728.41 |
| 6 | 301.10 |